Record 1
The following is a quantum chemistry calculation of a molecular structure, C3H4OS2 in a non-equilibrium geometry, from OMol25.

Calculated total energy: -26890.248 eV
Strongest force on any atom: 0.1244 hartree/bohr
Relative energy (zero: lowest compared OMol25 entry of this formula, charge and spin): 83.96 kcal/mol

Each line ends with the Mulliken charge.
Positions of all 10 atoms, in Å:
S 1.01 -1.45 1.51  -0.19
S 0.72 -2.07 -1.60  -0.15
O -1.05 0.29 -1.16  -0.54
C -0.35 1.10 0.75  -0.87
C 0.48 -1.25 -0.09  0.14
C -0.49 -0.09 -0.12  0.58
H 0.88 1.61 0.44  0.25
H -1.18 1.85 0.44  0.32
H 0.18 -1.02 -2.30  0.20
H -0.19 1.04 2.14  0.26



Record 2
The following is a quantum chemistry calculation of a molecular structure, C25H17BrF5IrN9O2Se in a non-equilibrium geometry, from OMol25.

Calculated total energy: -195508.133 eV
Spin multiplicity: 5
⟨S²⟩: 6.060
Strongest force on any atom: 0.0227 hartree/bohr
Relative energy (zero: lowest compared OMol25 entry of this formula, charge and spin): 11.03 kcal/mol
Charge: +1

Each line ends with the Mulliken charge.
Positions of all 61 atoms, in Å:
Ir -0.02 -0.02 -0.48  1.19
Br -1.17 4.13 3.36  -0.12
Se 2.01 1.40 -1.25  -0.13
F 2.62 5.95 -0.10  -0.28
F 1.32 4.77 -4.52  -0.29
F 3.11 6.42 -2.92  -0.27
F -0.79 3.78 -2.70  -0.39
F 0.01 4.53 0.09  -0.30
O -0.02 -1.51 1.27  -0.62
O -3.50 -3.73 2.06  -0.66
N 2.97 -2.88 -1.22  1.09
N 2.50 -1.74 -0.84  -0.43
N 1.21 -1.79 -1.21  0.17
N -2.21 -1.89 0.68  -1.17
N 4.27 -3.26 -0.94  -0.59
N -0.90 0.18 -2.45  0.07
N 0.43 0.98 1.33  0.02
N 2.13 -3.70 -1.81  -0.94
N -1.87 -1.09 -0.35  0.31
C 1.00 2.31 3.67  -0.06
C -0.37 0.79 -3.52  -0.17
C -2.21 -0.17 -2.47  0.88
C 1.02 -2.97 -1.79  -0.33
C 1.94 5.40 -1.09  0.00
C -0.31 -3.70 4.73  -0.92
C 1.33 4.84 -3.20  -0.04
C 1.16 3.00 -1.44  -0.79
C -0.25 -2.93 3.59  -0.47
C -1.14 -2.05 1.48  0.87
C -1.12 1.09 -4.64  -0.99
C -0.06 2.70 2.88  -0.39
C -3.01 0.11 -3.56  -0.93
C 1.77 1.24 3.26  -0.80
C -2.50 -4.47 4.05  -0.71
C -1.30 -2.91 2.66  0.25
C 1.47 0.59 2.09  -0.09
C -2.70 -0.91 -1.31  -0.55
C 0.92 4.35 -0.91  0.73
C -2.47 0.76 -4.65  -0.35
C -1.46 -4.48 4.95  -0.31
C 0.51 3.97 -2.34  0.88
C -0.32 2.01 1.71  -0.34
C -2.44 -3.68 2.90  0.56
C 2.17 5.63 -2.44  0.58
H 0.50 -3.71 5.44  0.43
H 2.61 0.90 3.85  0.47
H 0.68 1.03 -3.47  0.73
H -1.53 -5.09 5.84  0.38
H -1.15 2.30 1.06  0.56
H -3.68 -1.36 -1.29  0.45
H -4.05 -0.18 -3.54  0.49
H 0.62 -2.33 3.39  0.38
H 1.22 2.85 4.58  0.48
H -3.39 -5.07 4.21  0.45
H 4.84 -2.43 -0.88  0.29
H 2.04 -0.26 1.73  0.43
H -3.09 1.00 -5.51  0.45
H 4.56 -3.91 -1.65  0.30
H -3.33 -3.08 1.35  0.56
H 0.07 -3.31 -2.19  0.50
H -0.65 1.59 -5.48  0.45



Record 3
The following is a quantum chemistry calculation of 2 unconnected molecules or ions with the total composition C2H6IN2S in a non-equilibrium geometry, from OMol25.

Calculated total energy: -24074.519 eV
Spin multiplicity: 3
⟨S²⟩: 2.008
Strongest force on any atom: 0.1140 hartree/bohr
Relative energy (zero: lowest compared OMol25 entry of this formula, charge and spin): 68.45 kcal/mol
Charge: +1

Each line ends with the Mulliken charge.
Positions of all 12 atoms, in Å:
I -3.03 -0.20 -0.12  0.12
S 1.55 0.05 0.70  0.22
N 0.95 -0.57 -0.85  -0.17
N -0.80 1.47 0.67  -0.32
C 1.18 -1.67 0.10  -0.24
C -1.51 1.24 -0.36  -0.53
H 0.14 1.80 0.55  0.29
H 2.00 -2.35 0.08  0.32
H -1.22 1.40 1.59  0.21
H 1.52 -0.34 -1.66  0.32
H -1.17 1.25 -1.30  0.53
H 0.39 -2.09 0.60  0.25



Record 4
The following is a quantum chemistry calculation of a molecular structure, C29H26N4O7ReS4Sb, from OMol25.

Calculated total energy: -102778.344 eV
Strongest force on any atom: 0.0161 hartree/bohr
Relative energy (zero: lowest compared OMol25 entry of this formula, charge and spin): 23.73 kcal/mol
Charge: +2

Each line ends with the Mulliken charge.
Positions of all 72 atoms, in Å:
Re -0.85 -2.08 -1.21  1.01
Sb -3.56 -4.32 -1.89  0.89
S -3.23 -6.23 -2.87  -0.33
S -1.87 -2.68 -3.04  -0.28
S -4.98 -3.11 -0.78  -0.34
S -1.14 -4.31 -0.33  -0.22
O -2.11 1.66 -3.53  -0.48
O -0.75 -1.84 0.82  -0.77
O 3.73 0.48 -1.79  -0.40
O -0.99 -2.38 7.99  -0.57
O -1.23 -3.95 1.34  -0.29
O -0.71 -0.30 7.49  -0.58
O 1.48 1.80 1.25  -0.07
N 1.23 0.46 -1.28  0.45
N -0.86 -1.47 7.21  1.03
N -1.03 -0.11 -1.36  0.81
N -0.35 2.05 -0.77  0.46
C -0.96 -2.42 3.12  0.14
C -0.05 0.81 -1.12  -0.40
C -4.96 1.42 -1.34  -0.58
C 2.35 4.04 0.84  -0.86
C -0.80 -1.09 3.51  -0.46
C -0.90 -1.81 5.76  -0.04
C 3.14 -0.72 -2.00  0.90
C 1.50 2.97 0.56  0.79
C -2.82 1.23 -2.46  0.85
C 1.69 -3.09 -2.33  -1.36
C 0.48 4.28 -1.21  -0.55
C -1.10 -3.45 4.06  -0.56
C -3.24 0.09 -0.36  -0.26
C -4.53 0.58 -0.32  -1.03
C 1.32 5.34 -0.92  -0.85
C -4.12 1.74 -2.39  -0.55
C 2.37 1.67 2.36  -1.05
C 1.75 -0.74 -1.71  0.82
C 3.75 -1.85 -2.47  -0.33
C -0.77 -0.78 4.85  -0.64
C -0.98 -2.73 1.70  1.12
C -1.07 -3.13 5.41  -0.62
C 0.58 3.10 -0.48  0.30
C 3.02 -3.04 -2.64  -1.38
C 2.25 5.21 0.10  -0.81
C -2.37 0.41 -1.41  -0.61
C 5.15 0.58 -1.98  -1.00
C -1.08 0.88 -4.14  -0.37
C 1.02 -1.93 -1.85  0.22
H 4.80 -1.84 -2.73  0.52
H -0.69 -0.31 2.76  0.64
H 3.07 3.97 1.63  0.48
H 3.41 1.74 2.03  0.40
H 3.53 -3.92 -3.01  0.43
H 2.19 0.69 2.78  0.24
H 5.42 1.56 -1.61  0.27
H -5.96 1.83 -1.32  0.44
H 5.66 -0.19 -1.40  0.43
H 1.93 1.19 -1.13  0.42
H -4.45 2.38 -3.19  0.52
H -0.11 1.08 -3.68  0.15
H 1.14 -4.01 -2.47  0.46
H -0.25 4.35 -2.01  0.54
H -1.17 -3.89 6.17  0.54
H 5.39 0.49 -3.03  0.37
H 2.17 2.44 3.10  0.39
H 2.91 6.03 0.33  0.43
H -5.18 0.33 0.50  0.54
H -1.31 -0.18 -4.11  0.03
H -1.34 2.28 -0.77  0.26
H -1.04 1.21 -5.17  0.42
H -0.66 0.24 5.20  0.54
H -1.22 -4.47 3.75  0.56
H 1.24 6.26 -1.48  0.42
H -2.86 -0.52 0.45  0.42



Record 5
The following is a quantum chemistry calculation of a single C4H10N2O molecule in a non-equilibrium geometry, from OMol25.

SMILES: C=[N+]([O-])NC(C)C
Calculated total energy: -9333.144 eV
Strongest force on any atom: 0.0966 hartree/bohr
Relative energy (zero: lowest compared OMol25 entry of this formula, charge and spin): 134.76 kcal/mol

Each line ends with the Mulliken charge.
Positions of all 17 atoms, in Å:
O 2.25 -0.80 0.46  -0.65
N 0.95 -1.47 0.28  0.46
N -0.09 -0.70 -0.14  -0.42
C -0.37 1.48 1.04  -1.32
C 0.83 -2.74 0.34  -0.39
C 0.03 0.73 -0.20  0.49
C -0.79 1.15 -1.34  -1.16
H -1.71 0.55 -1.40  0.30
H -1.47 1.45 1.20  0.34
H 1.09 0.80 -0.42  0.30
H -0.33 1.24 -2.31  0.30
H -0.24 -3.16 0.15  0.20
H 1.84 -3.21 0.42  0.28
H -1.03 -1.06 -0.09  0.27
H 0.12 0.97 1.92  0.38
H -1.15 2.17 -0.93  0.32
H 0.08 2.59 1.01  0.29



Record 6
The following is a quantum chemistry calculation of 11 unconnected molecules or ions with the total composition C12H46O17 in a non-equilibrium geometry, from OMol25.

SMILES: OCCO.OCCO.OCCO.OCCO.OCCO.OCCO.O.O.O.O.O
Calculated total energy: -47995.229 eV
Strongest force on any atom: 0.0528 hartree/bohr
Relative energy (zero: lowest compared OMol25 entry of this formula, charge and spin): 7.89 kcal/mol

Each line ends with the Mulliken charge.
Positions of all 75 atoms, in Å:
O 0.85 3.70 -0.33  -0.51
O -1.49 -3.67 -0.48  -0.40
O 0.14 0.39 5.03  -0.43
O -0.73 1.62 -3.61  -0.56
O 0.84 -3.08 1.07  -0.71
O -3.09 -3.75 1.88  -0.54
O -2.00 -0.99 -0.34  -0.51
O 1.82 -2.13 -1.52  -0.51
O -1.47 0.33 2.22  -0.57
O 2.81 0.52 1.42  -0.61
O -0.43 2.81 -6.20  -0.52
O -0.18 -1.16 -3.46  -0.50
O -0.14 3.70 2.14  -0.62
O 1.05 0.60 -0.70  -0.02
O -1.18 -1.88 3.43  -0.31
O -2.85 1.35 -1.81  -0.60
O 2.81 3.59 1.84  -0.59
C -0.74 -1.95 4.81  -0.46
C 1.73 4.77 -0.04  -0.60
C -2.36 -4.87 1.41  -0.29
C -0.73 1.50 1.81  0.64
C 1.38 -2.89 -2.64  -0.34
C 0.40 -1.01 5.13  -0.64
C 0.68 2.15 -5.60  -0.43
C 0.73 -2.18 -3.81  -0.51
C -2.34 -4.72 -0.11  -0.65
C 3.03 4.17 0.50  -0.26
C -0.83 2.69 2.77  -0.55
C 0.47 2.24 -4.09  -0.27
H 1.16 1.58 -0.73  0.06
H 2.27 -3.40 -2.99  0.37
H 0.51 3.32 -3.83  0.38
H -0.51 0.67 -3.60  0.30
H 3.30 3.44 -0.24  0.22
H -1.29 -4.78 1.77  0.25
H -3.15 2.21 -1.39  0.33
H 0.35 3.45 0.48  0.34
H -1.93 -5.61 -0.55  0.32
H 1.61 2.63 -5.98  0.33
H -1.06 -0.95 3.10  0.44
H 1.13 5.47 0.50  0.35
H 1.40 1.74 -3.68  0.18
H 0.70 1.10 -5.98  0.26
H -1.64 -1.79 5.46  0.27
H -0.69 -3.67 0.06  0.27
H -0.52 2.64 -7.10  0.28
H 1.94 5.36 -0.94  0.34
H -0.43 2.50 3.77  0.37
H -2.72 -0.47 -0.75  0.29
H -1.00 -1.34 -3.00  0.21
H 0.36 1.23 1.80  -0.25
H 0.19 -2.90 -4.51  0.30
H 3.46 -0.10 1.08  0.28
H 3.79 4.97 0.65  0.37
H -0.77 0.40 5.35  0.38
H -2.77 -5.80 1.82  0.36
H -2.05 1.63 -2.27  0.45
H 2.82 2.65 1.74  0.29
H -0.32 -2.89 5.01  0.40
H 0.92 -1.31 6.07  0.34
H -3.38 -4.59 -0.50  0.34
H 0.64 -3.66 -2.33  0.15
H -1.01 1.95 0.83  0.18
H 1.16 -1.26 4.40  0.22
H 1.25 -2.47 0.46  0.28
H -2.12 -2.02 -0.34  0.33
H 1.49 -1.24 -1.56  0.31
H 1.97 0.10 1.17  0.06
H 0.15 0.40 -0.88  0.19
H -1.80 -0.10 1.44  0.26
H -2.70 -3.44 2.72  0.30
H 0.79 3.74 2.30  0.35
H 0.72 -2.62 1.97  0.31
H -1.93 2.99 2.87  0.25
H 1.51 -1.62 -4.38  0.27



Question: calculated total energy of number 6 (C12H46O17)?
Answer: -47995.229 eV



Question: Look up the relative energy (zero: lowest compared OMol25 entry of this formula, charge and spin) of the sixth one.
Answer: 7.89 kcal/mol



Question: The highest calculated total energy belongs to which entry?
Answer: C4H10N2O